No. 1
125
Properties=species:S:1:pos:R:3 method="wB97M-V/def2-TZVPD" lumo_energy_ev=3.36 total_charge=-2 mol_weight_g_mol=1215.4 de_lowest_kj_mol=0.0
H -2.71741 -1.99286 3.06804
N -2.72182 3.61786 -2.96736
H 3.34196 3.18020 3.08306
H 1.59938 3.31969 -3.45210
C 0.16683 -3.10676 -4.85984
H 1.12803 -3.04153 1.36256
H 0.90567 -4.73076 -8.34324
H -2.15665 -3.64193 4.95834
H -2.10147 -0.18994 -2.33447
N 3.70813 3.09335 0.76665
H 5.23082 1.72808 0.92293
C -1.45336 -3.01153 4.44178
H -1.92544 -5.07832 1.17381
Cl -1.89335 3.88781 3.29914
N -0.76943 -1.48376 2.96973
H 5.21164 3.26811 -1.72114
H -1.53251 -2.24868 -5.85229
C 3.24963 4.38820 0.29576
H 3.94625 2.85092 -3.44571
H 1.20042 1.77898 -2.66513
H -5.89609 -2.15886 -2.71795
C -4.34772 2.76425 3.49191
C -2.26475 3.44050 -1.69237
H -0.14929 -6.27408 -0.05050
C 2.24943 2.73456 4.87853
C 0.52998 -0.54294 -2.93649
H 2.28588 -3.04522 0.06518
C 0.13262 -5.66967 0.81825
C 0.65680 -3.71385 5.60253
C -1.01454 -3.66151 -0.15581
H -4.57702 -0.15141 -2.12916
H 2.27067 -2.77285 5.03965
C -2.78140 -3.31553 -3.38725
C -2.66628 1.55041 2.17619
N -0.85227 1.10946 4.98228
N 0.30110 -3.13491 -0.54170
C 3.32553 3.25799 4.16535
C 5.28528 2.36173 -1.12034
H -1.72127 4.38850 -4.65206
H 1.97763 -5.43509 -0.31508
C 1.27106 -3.94054 -5.06487
C -5.31625 1.80847 3.18453
C -4.13008 3.74352 -3.27798
N 1.89948 3.17524 -1.34523
H 3.12365 1.38047 -3.93583
C -4.07603 -1.03899 -2.50004
H -4.22638 4.14538 -4.28625
C 3.27981 2.05875 -3.09585
H 4.06799 5.11262 0.36940
C -4.97699 0.73487 2.36522
C 5.02237 2.64533 0.36577
C -0.94573 -4.61065 1.03912
C 1.66821 -1.38749 3.23685
H -2.16090 2.66820 -4.74974
C 0.33540 1.71278 5.22141
Cl -6.92606 1.96013 3.80498
H -2.28505 -4.21258 -3.74693
C 0.70055 -4.28178 -7.37791
H -1.43757 -4.21434 -1.00342
C -0.40471 -3.45789 -7.20524
H -1.06929 -3.26262 -8.04037
C -2.01257 -2.19437 -3.06076
N 1.14914 2.11728 4.31159
C -1.80859 3.45851 -4.08220
C 4.36749 3.84316 4.86438
H 0.13959 0.23058 -3.60732
C -4.16410 -3.31051 -3.26731
C -3.29065 3.43858 -0.58977
H 1.62242 -0.49566 -2.87503
H -0.73493 -4.05765 1.95720
Cl -6.18410 -0.44653 1.95358
H -1.02672 0.80848 4.03115
C 0.29551 -1.92070 3.63014
H 3.29422 3.42291 8.06378
H 5.21021 4.24618 4.31512
H 0.94415 3.26898 -1.02561
H 2.18869 -5.20388 1.41335
C 1.35159 -3.49914 0.39897
Cs 0.05258 0.40103 0.76883
H -4.62957 4.42983 -2.59572
S 4.20006 1.09874 -1.85922
H 1.72577 -3.28345 -2.04503
H -1.26875 0.55517 5.70838
H 6.31196 1.99832 -1.21684
Cl -3.27960 -0.72661 0.83824
C 1.51017 -5.01195 0.57800
H 2.40596 -5.16321 -6.41875
C 4.36031 3.91202 6.25882
H 3.01456 2.41227 0.46845
C 2.66562 4.38339 -1.13271
H 5.75889 3.38783 0.69971
O -1.07686 3.27332 -1.46084
O 1.69960 -0.50368 2.37158
C -4.81708 -2.16617 -2.82323
O 2.65169 -1.92616 3.81460
O 1.94908 -3.54153 5.68429
C 0.64145 -3.41084 -1.93730
C 3.30123 3.38433 6.98155
H -2.79322 3.12591 0.32328
O 0.04834 -4.49292 6.31487
Cl -4.77218 4.10736 4.50816
C -3.06709 2.60914 2.96809
C -2.69006 -1.05924 -2.61461
C -3.66658 0.64672 1.89887
H 2.46607 4.72826 0.98146
H 2.07541 5.30013 -1.28737
H 1.94679 -4.14062 -4.23939
H -3.70468 4.43958 -0.44524
H -0.83269 3.18082 -3.69634
H 5.18973 4.37039 6.78341
H -1.71471 -2.84443 0.05177
C 1.53946 -4.52171 -6.29859
H 0.42828 -4.46199 -2.21380
C -0.66058 -2.88591 -5.96642
S 0.80962 2.04993 6.89529
C -0.08818 -2.90248 4.59237
C 2.25594 2.80126 6.28158
H 0.17238 -6.34838 1.67347
Si -0.11082 -2.17625 -3.18576
C 1.91295 2.60288 -2.66867
H -4.73533 -4.19817 -3.51693
H -4.11546 2.75667 -0.80222
H 3.47518 4.41288 -1.86481
H -4.65185 2.78122 -3.24637
N -1.81025 -2.14744 3.48053

=====

No. 2
25
Properties=species:S:1:pos:R:3 method="wB97M-V/def2-TZVPD" lumo_energy_ev=0.38 mol_weight_g_mol=205.3 de_lowest_kj_mol=317.9
C -0.59139 1.32635 0.00990
H 2.19883 0.34152 -1.97722
C 0.31847 -0.72126 -1.30211
H -0.93568 0.95764 -2.10946
N 0.16702 2.34166 0.14258
H 0.63769 2.78784 -0.62689
C -0.80785 0.40362 -1.23485
H -3.57627 -1.07435 0.04027
O 3.52760 0.51608 0.15354
H 0.38671 -1.88387 2.30150
H -2.56867 -0.40133 2.26999
C 0.77040 -1.48883 1.23061
S 0.05789 -2.17641 -0.19325
C 1.69944 -0.21763 -1.15457
C 1.82133 -0.69837 1.26399
H 3.54327 1.26743 -0.48088
C -2.17474 -0.01724 1.32406
H 2.39701 -0.20806 2.18077
H -2.55785 -0.90846 -1.95622
C 2.32213 -0.00835 0.02424
C -2.71645 -0.51915 0.03813
H -0.59420 1.07518 2.14874
C -2.14645 -0.35247 -1.14657
C -1.12791 0.81204 1.28948
H -0.05033 -1.15359 -2.23576

=====

No. 3
9
Properties=species:S:1:pos:R:3 method="wB97M-V/def2-TZVPD" lumo_energy_ev=-1.67 mol_weight_g_mol=115.5 de_lowest_kj_mol=426.6
H 1.48363 1.99257 0.14260
N -0.10278 0.67721 0.09744
Cl 3.56727 0.05143 -0.09123
C -0.81961 -0.26858 0.04859
C 1.89734 -0.23498 0.03302
C 1.16438 0.95984 0.12912
O -2.30533 -2.09887 -0.02009
H -2.83795 -0.15485 -0.26052
C -2.04695 -0.92377 -0.07892

=====

No. 4
38
Properties=species:S:1:pos:R:3 method="wB97M-V/def2-TZVPD" lumo_energy_ev=-0.02 mol_weight_g_mol=232.2 de_lowest_kj_mol=139.3
H -2.33815 -1.52919 -0.37590
H 3.15729 0.84321 -2.80142
H 2.31368 1.07111 -0.79436
C -2.25077 0.13124 1.67780
H 0.40796 -0.61279 -1.15109
H -1.61088 1.50871 -2.13376
H 2.40137 2.50814 0.10222
H -0.46518 0.40209 0.53236
O 2.23456 0.44710 2.37913
H -1.27885 -2.74928 2.40205
C -0.29610 -1.45204 -1.21985
O 3.31480 -2.34972 -1.47351
O -0.98529 -3.63535 2.61850
H -0.02139 -3.59771 2.56104
H -2.49950 -0.32144 2.64075
O -1.46916 0.68370 -2.61317
H 3.17437 -2.77942 -0.62693
H 0.08687 2.90687 -1.30363
H 2.64503 -2.49800 -2.14254
H 0.28175 -0.25139 2.44517
H -2.28257 0.35049 -3.00734
H 3.38253 -0.45776 -2.04230
H 0.13243 3.07274 0.24043
H -2.33945 1.20203 1.80379
H -1.06357 -2.46843 0.42052
H -2.17760 2.64534 -0.06434
H -3.40858 2.99424 -0.94534
O 2.74133 0.26050 -2.15142
O -0.10418 -0.96222 1.92708
O -2.93912 2.26782 -0.52354
C -1.03774 -0.44072 0.93664
H 2.38818 0.70398 1.43237
O -0.26534 3.40376 -0.56344
O 2.10414 1.60102 0.00450
O -0.25085 -2.26473 -2.11107
H 2.75459 1.05142 2.91118
H -3.15040 -0.14969 1.11049
C -1.28619 -1.53564 -0.10110

=====

No. 5
133
Properties=species:S:1:pos:R:3 method="wB97M-V/def2-TZVPD" lumo_energy_ev=0.46 mol_weight_g_mol=686.1 de_lowest_kj_mol=179.9
C 14.85326 15.94380 13.61596
C 8.55995 10.88718 12.00843
H 12.04487 10.50464 12.70819
H 5.46512 14.54817 14.17761
H 12.03495 12.81570 13.13820
H 12.65697 10.13284 14.41804
C 15.30231 13.45916 17.37211
H 18.21722 16.23400 12.95108
C 14.00984 14.41040 9.08396
H 14.78693 16.68138 14.42249
N 16.88713 14.52843 14.39152
H 16.20929 14.78962 12.49503
H 11.08974 12.55973 10.76673
H 16.20876 13.73559 14.36424
C 7.40119 9.08752 13.43630
H 17.23364 11.35948 12.82618
H 15.02800 12.76507 18.17480
H 4.94954 15.40519 11.38856
H 17.77725 9.99433 15.29397
C 16.30484 15.46863 13.36460
H 10.07896 6.23506 14.79607
C 11.45815 7.57764 15.70877
O 8.65607 15.45627 11.87078
H 17.83586 8.89184 12.94363
H 14.52179 13.27621 16.55274
C 12.62863 12.22353 13.84270
H 16.62196 13.77674 10.00735
H 12.11529 11.63570 21.07710
O 13.36643 12.83373 10.67895
H 11.03574 10.68818 14.05940
H 11.64688 5.69336 14.73956
H 15.52405 14.77238 18.95780
N 5.76281 13.81530 13.51832
H 17.50833 11.70441 15.38277
H 18.79536 9.66679 11.80991
H 12.55665 11.26574 19.32087
H 16.74972 18.73648 10.47970
N 8.25935 11.17564 14.45990
C 18.56911 9.67807 12.89315
H 14.27351 14.99358 13.72023
H 15.96567 9.26722 16.31369
H 14.44551 14.45631 11.18263
O 10.79526 12.28832 19.68721
H 8.11535 8.95076 19.92327
H 12.84620 12.05225 15.97877
H 7.79924 8.21375 12.82877
H 8.02035 15.07843 13.80783
C 12.07313 10.79134 13.74088
H 8.89160 11.90929 14.27176
C 8.02044 14.66406 12.81541
C 10.97622 6.17728 15.41531
C 15.34808 14.84664 17.90237
H 19.44742 9.40638 13.47866
C 17.22178 16.65583 13.11540
H 9.56512 8.42822 15.75501
H 18.68223 12.89826 13.70045
H 15.17920 10.79469 16.57900
C 5.79341 15.71721 11.96491
H 16.25136 13.01852 17.04460
H 9.95179 16.71450 12.87959
H 14.17418 16.67628 18.06771
H 7.62798 11.73555 17.67963
H 10.48570 16.09203 11.25991
C 15.78918 13.05999 10.09790
H 7.65523 10.13569 21.07075
C 10.04034 12.25448 10.84928
H 13.58566 12.47543 11.56972
H 14.51486 11.82575 13.96486
H 13.91888 15.73103 16.55182
H 11.59618 8.06680 14.78289
O 16.39207 15.59244 17.26897
C 7.76126 9.99867 19.92803
H 13.80205 13.62844 8.31517
H 13.07805 14.88024 9.22724
C 8.65855 11.10212 19.34440
H 8.56633 10.13906 11.19182
H 13.42202 7.13364 16.19734
H 16.12985 12.29293 10.82421
C 12.43617 12.76854 15.25123
H 13.29585 15.17200 18.19927
H 6.32639 13.12278 14.04720
H 9.35164 13.10829 10.51284
H 16.70942 14.94306 15.37934
H 10.77311 5.60947 16.28404
H 14.43063 9.59812 15.45503
H 6.46323 16.29158 11.27935
N 19.10963 11.97520 13.55409
O 14.00070 12.44561 13.43534
H 10.58616 10.28314 19.28771
H 7.24769 8.77136 14.49592
O 16.66515 17.31726 11.93038
H 7.67573 11.58069 11.80988
O 15.99966 10.52954 14.57353
C 8.47862 10.17860 13.40228
H 5.50762 16.38387 12.79102
C 17.40836 18.39908 11.28800
O 12.66142 7.55260 16.54520
H 12.65914 12.94922 20.09081
H 10.43933 14.98903 12.57283
H 10.76468 9.35247 16.72595
H 17.26248 15.51132 17.73620
H 6.75660 10.04606 19.50634
H 15.61550 12.60230 9.04960
H 8.55358 10.71988 15.33838
H 14.58420 16.57262 12.69330
C 17.37259 10.84270 14.74713
H 9.43398 9.71298 13.47097
H 17.58467 19.11901 12.02513
H 19.58427 11.98329 12.62837
O 9.69593 11.67852 12.08175
H 12.81119 13.76108 15.45295
C 18.01560 11.01737 13.40724
C 14.40670 13.77633 10.34349
C 6.52248 14.43217 12.42991
H 10.01781 7.89877 17.34402
H 10.02308 10.78740 20.96600
H 17.21106 17.31747 13.95066
C 10.06386 11.05440 19.87450
C 15.37702 10.04152 15.80450
H 18.51217 18.13585 11.01091
C 14.10802 15.66667 17.66853
C 12.13211 12.00314 20.04087
H 8.49053 13.72808 12.97115
C 9.94304 15.87284 12.18989
H 10.00041 11.54048 10.03108
H 6.48758 9.53798 12.99623
H 11.31219 12.70624 15.23836
C 10.40304 8.34379 16.46464
H 8.34158 12.05650 19.79399
H 9.19849 12.06396 17.63868
H 14.66206 15.16193 8.66370
N 8.53710 11.32751 17.88109
H 6.55991 13.79049 11.51247

=====

No. 6
40
Properties=species:S:1:pos:R:3 method="wB97M-V/def2-TZVPD" lumo_energy_ev=-3.22 total_charge=+1 mol_weight_g_mol=411.2 de_lowest_kj_mol=0.0
H 3.25598 1.69756 -1.08403
H 3.09905 -2.30830 -0.18647
Br 2.59594 1.57732 -6.06298
H 3.00444 -1.10876 -1.48603
C 2.08958 1.28200 -4.25994
C -3.98545 0.80828 3.52749
H 3.94118 2.06386 -3.45480
H 3.48023 -0.60262 0.18219
C -0.37971 0.57247 0.18049
H -1.87347 1.06443 3.88114
H 1.71380 0.89804 0.52670
C -4.62256 0.38996 1.21391
H 0.94137 -3.45347 0.91491
H 2.62393 -3.01633 1.39819
C -2.26211 0.66566 1.79522
H -3.01225 0.31357 -0.21643
Br -6.78681 0.46636 3.08401
H 0.80611 -1.60395 -0.54860
C -2.64801 0.86610 3.14011
C 1.56351 -2.80158 1.55618
C 1.39027 0.75408 -1.61350
C -3.27898 0.45063 0.83221
C -0.85023 0.65839 1.44950
C 2.97244 1.62564 -3.22765
H 0.34874 -1.18010 1.59220
H -0.15188 0.76072 2.29361
H -0.44825 -0.06931 -2.41265
H 0.14913 0.47357 -4.76688
N 1.31548 -1.37463 1.34501
N 1.45320 -0.98381 -0.03212
C -4.97710 0.55959 2.56177
C 0.84669 0.70235 -3.96977
C 2.86097 -1.27071 -0.41746
H -1.03901 0.81996 -0.66061
H -4.26191 0.95093 4.56485
C 2.59424 1.40206 -1.90422
H -5.39305 0.20782 0.47131
C 0.51393 0.40379 -2.63663
H 1.33055 -2.99486 2.60495
C 1.08000 0.33332 -0.17518